The following is a DFT calculation (ωB97M-V/def2-TZVPD) of 2 unconnected molecules or ions with the total composition C2H12N5 in a non-equilibrium geometry.

Summary:
ΔE to the lowest compared entry with this formula, charge and spin (kcal/mol): 9.7
Maximum force (eV Å⁻¹): 1.54
E (a.u.): -356.97858
LUMO level (eV): -3.18

The geometry in ORCA input format:
```
! RIJCOSX wB97M-V def2-TZVPD def2/J DEFGRID3
* xyz 1 1
N 1.46740 -0.05550 -0.54511
C 2.14927 -0.91429 0.45935
H -1.26991 0.42674 2.00444
H 3.01558 -0.37301 0.81272
H -0.07550 0.86630 -1.23311
N -1.06438 1.09166 -1.12734
H 0.12247 0.56614 0.97746
H 0.90283 -0.64809 -1.18228
H 1.42578 -1.00730 1.31285
H -3.32673 0.36295 1.02334
N -2.96255 0.80982 0.18220
N 2.56199 -2.24750 0.04385
N -0.84683 0.79782 1.15152
H 2.20108 0.31837 -1.14830
H 1.74835 -2.77894 -0.28949
H -1.69469 1.01705 -1.94553
C -1.62145 0.92102 0.06885
H 3.19444 -2.20503 -0.77245
H -3.50002 0.64035 -0.66470
*
```

The following is a DFT calculation (ωB97M-V/def2-TZVPD) of 3 unconnected molecules or ions with the total composition C2H12NO2 in a non-equilibrium geometry.

Summary:
ΔE to the lowest compared entry with this formula, charge and spin (kcal/mol): 15.7
Maximum force (eV Å⁻¹): 1.79
E (a.u.): -288.38910
LUMO level (eV): -3.11

The geometry in ORCA input format:
```
! RIJCOSX wB97M-V def2-TZVPD def2/J DEFGRID3
* xyz 1 1
N 0.51751 -0.33572 0.17857
O -1.76107 -0.61955 -1.71807
C 0.01174 0.53106 1.31562
H -2.38654 -1.34944 -1.86527
C -1.42987 0.98570 1.11212
H -2.11577 -0.07476 -2.44059
H 3.45895 -0.61188 -1.79408
O 3.01489 -0.39039 -0.96508
H 0.63460 0.17644 -0.70310
H -0.22197 -0.97961 -0.11521
H 1.45689 -0.63618 0.40766
H -1.56374 1.86974 0.49651
H 0.73195 1.34183 1.37239
H -1.91204 1.03832 2.09200
H 0.04112 -0.09589 2.19998
H 3.46773 -0.94951 -0.31826
H -1.94439 0.09985 0.74480
*
```

The following is a DFT calculation (ωB97M-V/def2-TZVPD) of 4 unconnected molecules or ions with the total composition C2H12NO3 in a non-equilibrium geometry.

Summary:
ΔE to the lowest compared entry with this formula, charge and spin (kcal/mol): 30.1
Maximum force (eV Å⁻¹): 1.16
E (a.u.): -363.60296
LUMO level (eV): -4.55

The geometry in ORCA input format:
```
! RIJCOSX wB97M-V def2-TZVPD def2/J DEFGRID3
* xyz 1 1
C -0.51538 0.30521 -2.40870
O 2.18252 -0.36717 0.37510
H -0.88607 -0.66021 -2.07668
H 2.57745 -1.06054 0.93289
O 1.89739 2.38734 1.47640
H 0.31670 0.29710 -0.44319
H 1.99222 2.97580 2.22645
H 2.31406 1.51825 1.53977
H -1.30371 0.91520 -2.83884
H -3.83175 -5.38235 1.50325
H 2.69298 -0.49748 -0.43843
H 0.81452 2.39778 -0.06329
C 0.29537 2.13665 -0.98366
H 0.26735 0.22018 -3.14678
O -3.92815 -4.52931 1.93771
H 0.31470 2.82361 -1.81724
N -0.02267 0.91995 -1.16357
H -4.50087 -4.70886 2.69020
*
```

The following is a DFT calculation (ωB97M-V/def2-TZVPD) of 4 unconnected molecules or ions with the total composition C2H12NO3 in a non-equilibrium geometry.

Summary:
ΔE to the lowest compared entry with this formula, charge and spin (kcal/mol): 33.5
Maximum force (eV Å⁻¹): 2.13
E (a.u.): -363.59753
LUMO level (eV): -4.55

The geometry in ORCA input format:
```
! RIJCOSX wB97M-V def2-TZVPD def2/J DEFGRID3
* xyz 1 1
H -0.73452 -2.67885 -1.87179
H -2.80650 3.06298 0.47169
H -1.81760 3.71410 1.41636
O -1.93785 2.93070 0.84955
C -0.24634 -1.71222 -1.70996
O 3.08966 -0.96048 0.70354
H -0.63012 2.06039 -0.00464
N -0.28335 -1.05780 -0.61846
H 3.53067 -0.62410 1.46799
C -0.66214 -1.42335 0.76790
H -0.88777 -0.50779 1.30080
H 0.19333 -2.02999 1.08555
H 0.57103 -1.47427 -2.39027
O 0.01269 1.58785 -0.56162
H -0.13991 -0.01628 -0.74225
H -1.56848 -2.02894 0.67774
H 3.67791 -1.12058 -0.03433
H 0.63929 2.27863 -0.80779
*
```

| no. | HOMO energy (Eh) |
| --- | --- |
| 1 | -0.4796 |
| 2 | -0.5815 |
| 3 | -0.4923 |
| 4 | -0.5391 |